(1)
{"formula": "C7H10N2O2", "method": "wB97M-V/def2-TZVPD", "mol_weight_g_mol": 154.17, "e_homo_ev": -9.1, "largest_force_ev_per_a": 2.7, "e_lumo_ev": 0.58, "smiles": "CC#CCC#N.CC(=O)NO", "homo_lumo_gap_ev": 9.6, "multiplicity": 1, "relative_energy_kcal_mol": 116.33, "elements": ["C", "C", "C", "C", "C", "N", "H", "H", "H", "H", "H", "C", "C", "O", "N", "O", "H", "H", "H", "H", "H"], "coordinates": [[2.760740, -1.038226, 0.265892], [1.946445, 0.156254, 0.001427], [1.275833, 1.122028, -0.215804], [0.449696, 2.309385, -0.483620], [-0.986976, 2.011632, -0.513051], [-2.132092, 1.786297, -0.539069], [3.456277, -1.242432, -0.563783], [3.357250, -0.914828, 1.187575], [2.130550, -1.938839, 0.388898], [0.616352, 3.080944, 0.281858], [0.712563, 2.757854, -1.450553], [-2.199491, -0.421377, 1.217428], [-1.642807, -0.936816, -0.084841], [-2.307698, -1.553371, -0.917886], [-0.350408, -0.639921, -0.338203], [0.214245, -1.291661, -1.437849], [-2.545009, -1.267241, 1.819004], [-3.073547, 0.197125, 1.005704], [-1.466542, 0.164627, 1.775330], [0.346620, -0.601765, 0.405799], [-0.561996, -1.739678, -1.804246]], "forces_ev_per_a": [[0.16, -0.25, 0.15], [2.00, 0.64, 0.16], [1.00, 1.10, 0.04], [0.13, 0.06, 0.02], [-2.58, -0.35, -0.15], [2.44, 1.07, -0.13], [-0.32, 0.16, 0.25], [-0.28, 0.02, -0.40], [0.21, 0.40, -0.10], [0.01, -0.20, -0.17], [0.03, -0.13, 0.17], [-0.15, -0.26, 0.08], [-1.03, -0.77, -0.33], [0.34, 0.35, 0.43], [-0.57, -1.48, 0.46], [0.02, 0.18, 0.04], [0.18, 0.02, -0.07], [0.21, -0.06, -0.02], [-0.09, -0.06, -0.01], [-1.28, -0.14, -0.19], [-0.43, -0.30, -0.24]], "lowdin_charge": [-0.07, -0.12, -0.04, -0.14, -0.19, 0.18, 0.09, 0.09, 0.09, 0.13, 0.13, -0.02, -0.54, 0.05, -0.06, 0.00, 0.09, 0.07, 0.08, 0.09, 0.09]}



(2)
{"formula": "C3H10NO4", "method": "wB97M-V/def2-TZVPD", "mol_weight_g_mol": 124.12, "e_homo_ev": -4.9, "largest_force_ev_per_a": 1.4, "e_lumo_ev": 3.99, "total_charge": -1, "homo_lumo_gap_ev": 8.9, "multiplicity": 1, "relative_energy_kcal_mol": 12.00, "elements": ["O", "C", "O", "C", "C", "N", "H", "H", "H", "H", "H", "H", "H", "H", "O", "H", "H", "O"], "coordinates": [[-1.211907, 0.717735, -0.673380], [-0.020834, 0.657596, -0.268779], [0.630169, 1.534317, 0.335768], [0.664879, -0.730598, -0.561733], [-0.121056, -1.864422, 0.084048], [2.055740, -0.755918, -0.022248], [0.724572, -0.818395, -1.648855], [-1.162775, -1.613478, 0.274540], [-0.128199, -2.770488, -0.526312], [0.360649, -2.119841, 1.029722], [2.695301, -0.608072, -0.790456], [2.148214, 0.050958, 0.570103], [1.556358, 3.064015, 2.564121], [0.843939, 1.845857, 2.141337], [0.974867, 2.386885, 2.957236], [-4.039139, 0.351638, -1.457479], [-2.561216, 0.495996, -1.814691], [-3.409563, 0.176214, -2.192942]], "forces_ev_per_a": [[0.60, 0.39, 0.16], [-0.85, -0.75, -0.44], [0.16, -0.07, 0.08], [0.79, 0.81, 0.82], [-0.30, -0.38, 0.00], [-0.26, -0.63, -0.75], [-0.25, -0.13, 0.04], [-0.02, 0.19, -0.11], [0.14, -0.02, -0.04], [-0.05, 0.06, -0.01], [0.14, 0.09, 0.01], [-0.02, 0.49, 0.25], [-0.39, -0.23, 0.49], [-0.37, 0.17, 0.28], [0.68, 0.16, -0.79], [0.73, -0.22, -0.83], [0.03, -0.31, 0.12], [-0.78, 0.40, 0.72]], "lowdin_charge": [-0.07, -0.63, -0.06, -0.34, -0.08, 0.01, 0.13, 0.07, 0.06, 0.06, 0.05, 0.04, 0.02, -0.01, -0.12, 0.03, -0.02, -0.13]}